i | The following is a quantum chemistry calculation of an isolated ion of composition C5H10N3 and charge +1, from OMol25.

## Properties
Kohn-Sham gap (alpha / beta) = 6.72 / 8.79 eV
total charge = +1
multiplicity = 3
E_HOMO (alpha / beta) = -0.456 / -0.573 Eh
expectation value of S² = 2.0156
LUMO (alpha / beta) = -0.2091 / -0.2502 Ha

The geometry in XYZ format:
```
18
C5H10N3 | OMol25 | the ωB97M-V functional and the def2-TZVPD basis
C 1.016 -0.608 -0.405
C -1.367 0.113 -0.275
C -0.087 -0.283 0.499
C 0.248 1.184 1.075
C -0.206 -1.237 1.771
N 1.026 -0.317 -1.669
N -0.165 0.226 -3.537
N 0.137 -0.179 -2.500
H 2.005 -0.934 -0.049
H -2.365 -0.145 0.197
H -1.225 0.831 -1.096
H 1.392 1.388 1.182
H -0.175 1.203 1.996
H 0.112 2.059 0.478
H -1.318 -1.310 1.964
H 0.232 -0.840 2.738
H 0.461 -2.098 1.749
H 0.279 0.944 -4.116
```

---

ii | The following is a quantum chemistry calculation of an isolated ion of composition C5H10N3 and charge +1, from OMol25.

## Properties
Kohn-Sham gap (alpha / beta) = 9.08 / 7.33 eV
total charge = +1
multiplicity = 3
E_HOMO (alpha / beta) = -0.457 / -0.518 Eh
expectation value of S² = 2.0486
LUMO (alpha / beta) = -0.1229 / -0.2490 Ha

The geometry in XYZ format:
```
18
C5H10N3 | OMol25 | the ωB97M-V functional and the def2-TZVPD basis
C 0.054 0.253 -1.273
C 0.486 0.625 -0.016
C -0.909 -0.793 -1.250
C 1.569 1.628 0.214
C 0.243 -0.237 2.310
N -1.077 -1.355 -0.062
N -0.145 0.096 1.009
N -1.568 -1.179 -2.342
H 0.388 0.714 -2.183
H 2.016 1.922 -0.730
H 1.157 2.509 0.705
H 2.339 1.210 0.861
H 1.313 -0.071 2.481
H -0.364 0.331 3.023
H 0.052 -1.297 2.497
H -1.970 -1.647 0.303
H -1.355 -0.771 -3.236
H -2.230 -1.938 -2.311
```

---

The least stable of them is i.

---

i | The following is a quantum chemistry calculation of C9H11NOS as an isolated structure, from OMol25.

## Properties
Kohn-Sham gap = 9.13 eV
E_HOMO = -0.322 Eh
LUMO = 0.0133 Ha

The geometry in XYZ format:
```
23
C9H11NOS | OMol25 | the ωB97M-V functional and the def2-TZVPD basis
C 3.770 -1.553 -0.123
C 3.943 0.433 0.845
C 2.580 -1.164 -0.465
C -2.828 0.365 0.755
C -2.903 -0.083 -0.666
C -1.748 1.429 0.547
C -1.467 -0.282 -1.070
C -0.680 0.726 -0.216
C -0.640 -0.644 0.245
N 4.659 -0.625 0.549
O 0.047 -1.435 0.895
S 2.358 0.556 0.076
H 4.356 -2.317 -0.575
H 4.187 1.198 1.580
H -3.691 0.939 1.162
H -2.499 -0.506 1.424
H -3.375 -1.061 -0.679
H -3.392 0.767 -1.282
H -2.403 2.181 -0.125
H -1.222 1.790 1.356
H -0.988 -0.607 -1.962
H 0.115 1.320 -0.650
H 1.823 -1.428 -1.622
```

---

ii | The following is a quantum chemistry calculation of one molecule with the formula C9H11NOS, from OMol25.

## Properties
Kohn-Sham gap = 9.00 eV
E_HOMO = -0.303 Eh
LUMO = 0.0278 Ha

The geometry in XYZ format:
```
23
C9H11NOS | OMol25 | the ωB97M-V functional and the def2-TZVPD basis
C 0.521 2.474 -2.086
C -0.526 2.666 -1.233
C 1.347 1.301 -2.019
C -0.912 1.654 -0.268
C 0.913 0.341 -1.165
C -0.120 0.562 -0.290
C 1.524 -1.123 -0.864
C 0.614 -1.652 0.270
C -1.863 -1.600 2.346
N -0.340 -0.620 0.566
O 0.451 -0.980 2.973
S -0.658 -0.312 2.276
H 0.991 3.084 -2.910
H -0.984 3.672 -1.213
H 2.025 1.103 -2.811
H -1.771 1.839 0.317
H 1.345 -1.621 -1.838
H 2.542 -0.917 -0.610
H 0.089 -2.639 -0.062
H 1.115 -1.949 1.253
H -2.425 -1.270 1.442
H -2.421 -1.418 3.356
H -1.456 -2.593 2.571
```

---

The least stable of them is i.

---

i | The following is a quantum chemistry calculation of a 2-piece molecular cluster, C2H4F2 overall, from OMol25.

## Properties
Kohn-Sham gap = 10.46 eV
E_HOMO = -0.343 Eh
LUMO = 0.0412 Ha

The geometry in XYZ format:
```
8
C2H4F2 | OMol25 | the ωB97M-V functional and the def2-TZVPD basis
C -0.426 -0.054 0.419
C 1.664 -0.078 -0.286
F 2.317 -0.952 0.350
F 2.210 1.147 -0.069
H -0.692 -0.602 -0.433
H -0.428 -0.399 1.452
H -0.628 0.941 0.153
H 1.654 -0.288 -1.324
```

---

ii | The following is a quantum chemistry calculation of a 2-piece molecular cluster, C2H4F2 overall, from OMol25.

## Properties
Kohn-Sham gap = 9.46 eV
E_HOMO = -0.314 Eh
LUMO = 0.0336 Ha

The geometry in XYZ format:
```
8
C2H4F2 | OMol25 | the ωB97M-V functional and the def2-TZVPD basis
C -1.055 0.618 0.021
C 0.984 -0.486 -0.047
F -1.983 -0.301 0.334
F 1.970 0.363 0.376
H -1.128 0.702 -1.074
H -0.709 1.109 0.938
H 0.844 -1.333 0.671
H 1.077 -0.670 -1.219
```

---

The least stable of them is ii.

---

i | The following is a quantum chemistry calculation of one molecule with the formula C5H10N2O3S, from OMol25.

## Properties
Kohn-Sham gap = 9.40 eV
E_HOMO = -0.354 Eh
LUMO = -0.0086 Ha
SMILES string = CN(N=O)[C@H]1CCCS1(=O)=O

The geometry in XYZ format:
```
21
C5H10N2O3S | OMol25 | the ωB97M-V functional and the def2-TZVPD basis
C 0.585 0.434 -2.517
N -0.464 -0.148 -1.631
N -0.298 -1.572 -1.514
O 0.297 -2.138 -2.496
C -0.281 0.478 -0.374
C -1.340 0.122 0.769
C -0.892 0.080 2.200
C 0.472 -0.470 2.037
S 1.210 0.366 0.602
O 2.023 -0.587 -0.089
O 1.537 1.594 1.154
H 0.075 1.602 -2.531
H 1.680 0.244 -1.959
H 0.513 -0.213 -3.571
H -0.435 1.573 -0.882
H -2.039 0.838 0.812
H -1.697 -0.728 0.343
H -1.533 -0.621 2.562
H -0.972 1.058 2.598
H 1.275 -0.428 2.744
H 0.285 -1.485 1.743
```

---

ii | The following is a quantum chemistry calculation of a 4-piece molecular cluster, C5H10N2O3S overall, from OMol25.

## Properties
Kohn-Sham gap = 8.46 eV
E_HOMO = -0.344 Eh
LUMO = -0.0327 Ha

The geometry in XYZ format:
```
21
C5H10N2O3S | OMol25 | the ωB97M-V functional and the def2-TZVPD basis
C -2.563 0.503 0.061
C -1.549 -0.058 -0.797
C 0.965 -0.623 -0.817
C 1.623 -1.286 0.269
C 1.877 0.605 -1.299
H -1.360 -0.197 1.617
H -3.502 0.773 2.291
H -3.344 1.317 -0.510
H -3.306 -0.251 0.365
H 0.119 0.878 0.358
H 0.662 -1.080 -1.854
H 1.282 1.177 -1.994
H 2.897 0.253 -1.512
H 3.513 1.056 0.239
H 1.250 -1.663 2.474
N -2.030 1.045 1.269
N -0.263 0.043 -0.301
O -1.845 -1.125 -1.508
O 2.741 -1.439 0.275
O 0.719 -1.647 1.241
S 2.114 1.718 0.135
```

---

The least stable of them is ii.

---

i | The following is a quantum chemistry calculation of one molecule with the formula C4H7F2NO2, from OMol25.

## Properties
Kohn-Sham gap = 10.41 eV
E_HOMO = -0.357 Eh
LUMO = 0.0254 Ha
SMILES string = CN[C@H](C(=O)O)C(F)F

The geometry in XYZ format:
```
16
C4H7F2NO2 | OMol25 | the ωB97M-V functional and the def2-TZVPD basis
C 0.629 1.541 -1.251
N 0.768 0.411 -0.365
C -0.447 -0.008 0.327
C -0.227 -0.420 1.880
O -1.180 -0.856 2.520
O 1.040 -0.413 2.338
C -1.035 -1.311 -0.445
F -1.242 -0.939 -1.722
F -0.084 -2.326 -0.451
H 0.219 2.308 -0.526
H 1.643 1.895 -1.456
H 0.035 1.381 -2.089
H 1.073 -0.305 -0.966
H -1.039 0.899 0.341
H 1.753 -0.235 1.592
H -1.905 -1.625 0.273
```

---

ii | The following is a quantum chemistry calculation of a 2-piece molecular cluster, C4H7F2NO2 overall, from OMol25.

## Properties
Kohn-Sham gap = 10.92 eV
E_HOMO = -0.380 Eh
LUMO = 0.0210 Ha
SMILES string = C=NCC(=O)O.FCF

The geometry in XYZ format:
```
16
C4H7F2NO2 | OMol25 | the ωB97M-V functional and the def2-TZVPD basis
C -0.766 -1.757 1.323
N -0.520 -0.605 0.855
C -1.243 -0.253 -0.413
C -2.115 1.048 -0.176
O -2.664 1.442 -1.114
O -2.033 1.587 1.002
H -1.345 -2.512 0.892
H -0.329 -2.005 2.307
H -0.472 0.075 -1.099
H -1.986 -1.050 -0.661
H -1.368 1.057 1.473
F 3.336 -0.522 -0.354
C 2.869 0.686 -0.826
F 3.606 0.955 -1.906
H 1.871 0.404 -1.153
H 3.158 1.449 -0.151
```

---

The least stable of them is ii.

---

i | The following is a quantum chemistry calculation of a 2-piece molecular cluster, CHBrF2OS overall, from OMol25.

## Properties
Kohn-Sham gap (alpha / beta) = 8.84 / 7.62 eV
E_HOMO (alpha / beta) = -0.345 / -0.343 Eh
LUMO (alpha / beta) = -0.0206 / -0.0628 Ha

The geometry in XYZ format:
```
7
CHBrF2OS | OMol25 | the ωB97M-V functional and the def2-TZVPD basis
C -1.383 0.003 0.253
O 2.093 1.039 0.556
F -1.752 1.271 0.507
F -1.654 -0.341 -1.009
S 2.185 0.396 -0.770
Br 2.297 -1.828 -0.693
H -1.785 -0.542 1.157
```

---

ii | The following is a quantum chemistry calculation of a 2-piece molecular cluster, CHBrF2OS overall, from OMol25.

## Properties
Kohn-Sham gap (alpha / beta) = 8.78 / 8.85 eV
E_HOMO (alpha / beta) = -0.368 / -0.374 Eh
LUMO (alpha / beta) = -0.0454 / -0.0485 Ha

The geometry in XYZ format:
```
7
CHBrF2OS | OMol25 | the ωB97M-V functional and the def2-TZVPD basis
C 0.370 0.510 0.351
O -0.365 -0.304 -2.048
F 1.485 1.166 -0.306
F -0.054 1.318 1.257
S -0.997 0.067 -0.834
Br -1.585 -1.633 0.350
H 1.145 -1.124 1.230
```

---

The least stable of them is ii.

---

i | The following is a quantum chemistry calculation of a 7-piece molecular cluster, ClH12O6 overall, from OMol25.

## Properties
Kohn-Sham gap = 10.16 eV
total charge = -1
E_HOMO = -0.240 Eh
LUMO = 0.1330 Ha

The geometry in XYZ format:
```
19
ClH12O6 | OMol25 | the ωB97M-V functional and the def2-TZVPD basis
Cl 28.856 28.707 -4.637
O 31.134 29.919 -6.604
H 30.486 29.831 -5.873
H 30.838 29.268 -7.247
O 29.818 25.990 -6.154
H 28.934 26.050 -6.527
H 29.965 26.879 -5.777
O 26.504 30.666 -5.840
H 27.206 31.103 -6.331
H 26.951 29.894 -5.443
O 30.464 29.129 -1.754
H 29.879 28.423 -1.467
H 30.375 29.122 -2.722
O 26.536 26.971 -3.025
H 26.810 27.143 -2.119
H 27.231 27.391 -3.569
O 27.514 30.501 -1.827
H 28.039 30.208 -2.591
H 27.926 31.328 -1.560
```

---

ii | The following is a quantum chemistry calculation of a 7-piece molecular cluster, ClH12O6 overall, from OMol25.

## Properties
Kohn-Sham gap = 10.03 eV
total charge = -1
E_HOMO = -0.237 Eh
LUMO = 0.1312 Ha

The geometry in XYZ format:
```
19
ClH12O6 | OMol25 | the ωB97M-V functional and the def2-TZVPD basis
Cl -0.162 0.911 -0.557
O -1.664 -1.646 -0.895
H -1.446 -1.933 0.001
H -1.231 -0.789 -0.975
O -1.922 0.475 2.194
H -2.581 -0.219 2.185
H -1.614 0.589 1.269
O -0.191 0.255 -3.576
H -0.365 0.430 -2.708
H -0.617 -0.581 -3.818
O 1.124 3.012 1.113
H 0.767 3.394 1.899
H 0.584 2.341 0.722
O 2.520 -0.725 -0.287
H 2.242 -1.506 -0.789
H 1.817 -0.127 -0.492
O 0.764 -1.484 1.908
H 1.280 -1.837 1.137
H 0.687 -0.557 1.669
```

---

iii | The following is a quantum chemistry calculation of a 7-piece molecular cluster, ClH12O6 overall, from OMol25.

## Properties
Kohn-Sham gap = 9.61 eV
total charge = -1
E_HOMO = -0.231 Eh
LUMO = 0.1227 Ha

The geometry in XYZ format:
```
19
ClH12O6 | OMol25 | the ωB97M-V functional and the def2-TZVPD basis
Cl -6.255 -14.092 -18.567
O -7.057 -14.516 -22.261
H -6.190 -14.196 -22.510
H -7.075 -14.442 -21.307
O -6.072 -17.475 -19.575
H -5.576 -16.666 -19.451
H -6.217 -17.526 -20.519
O -6.692 -11.048 -18.081
H -6.542 -11.926 -18.432
H -7.626 -10.891 -18.217
O -7.635 -15.782 -16.195
H -6.989 -15.214 -16.615
H -8.161 -16.123 -16.919
O -4.056 -15.416 -20.277
H -4.692 -14.810 -19.898
H -3.261 -15.285 -19.760
O -3.446 -13.451 -17.183
H -2.663 -13.530 -17.727
H -4.175 -13.544 -17.795
```

---

The least stable of them is ii.

---

i | The following is a quantum chemistry calculation of a 10-piece molecular cluster, C20H40Br20 overall, from OMol25.

## Properties
Kohn-Sham gap = 9.97 eV
E_HOMO = -0.368 Eh
LUMO = -0.0015 Ha
SMILES string = BrCCBr.BrCCBr.BrCCBr.BrCCBr.BrCCBr.BrCCBr.BrCCBr.BrCCBr.BrCCBr.BrCCBr

The geometry in XYZ format:
```
80
C20H40Br20 | OMol25 | the ωB97M-V functional and the def2-TZVPD basis
Br 33.709 20.846 -38.437
C 32.508 22.237 -37.878
C 31.216 21.636 -37.304
Br 30.183 22.908 -36.178
H 32.141 23.016 -38.547
H 32.914 22.706 -36.982
H 31.455 20.760 -36.701
H 30.555 21.401 -38.138
Br 22.976 28.570 -42.513
C 21.924 29.365 -40.965
C 20.952 28.401 -40.388
Br 22.054 27.247 -39.205
H 21.443 30.152 -41.546
H 22.595 29.756 -40.200
H 20.511 27.703 -41.099
H 20.202 28.855 -39.740
Br 25.326 25.435 -32.523
C 25.030 26.561 -34.152
C 26.082 27.511 -34.514
Br 25.979 29.095 -33.304
H 24.072 27.081 -34.151
H 24.935 25.834 -34.959
H 25.874 27.918 -35.504
H 27.073 27.112 -34.295
Br 21.652 24.465 -25.861
C 23.654 24.391 -26.186
C 24.332 25.643 -25.567
Br 26.307 25.473 -25.766
H 23.817 24.193 -27.246
H 24.080 23.466 -25.798
H 23.973 25.855 -24.560
H 23.936 26.523 -26.076
Br 29.487 31.233 -27.413
C 29.187 32.702 -28.663
C 30.569 32.883 -29.392
Br 30.482 34.410 -30.626
H 28.962 33.538 -28.000
H 28.321 32.638 -29.322
H 30.824 32.022 -30.010
H 31.386 33.159 -28.725
Br 32.449 26.821 -32.409
C 31.443 26.805 -30.759
C 30.406 25.708 -30.819
Br 31.301 23.932 -30.526
H 31.030 27.754 -30.417
H 32.212 26.480 -30.059
H 29.846 25.589 -31.746
H 29.627 25.757 -30.058
Br 21.758 32.845 -36.279
C 22.596 34.634 -35.841
C 24.110 34.610 -35.733
Br 24.820 33.778 -37.416
H 22.226 34.992 -34.881
H 22.539 35.430 -36.583
H 24.606 34.012 -34.968
H 24.642 35.552 -35.599
Br 18.746 25.494 -31.826
C 18.621 25.044 -33.757
C 17.234 25.410 -34.381
Br 16.908 27.360 -34.430
H 18.882 23.994 -33.892
H 19.462 25.547 -34.233
H 16.404 25.027 -33.786
H 17.192 25.021 -35.398
Br 23.625 20.912 -38.143
C 24.003 19.226 -39.205
C 25.163 19.415 -40.117
Br 24.881 20.718 -41.617
H 23.062 19.026 -39.717
H 24.062 18.358 -38.549
H 25.406 18.500 -40.657
H 26.032 19.653 -39.503
Br 28.951 28.499 -43.930
C 28.752 28.333 -41.967
C 28.815 29.765 -41.393
Br 29.239 29.735 -39.429
H 29.447 27.611 -41.539
H 27.862 27.749 -41.733
H 27.844 30.220 -41.587
H 29.441 30.460 -41.951
```

---

ii | The following is a quantum chemistry calculation of a 10-piece molecular cluster, C20H40Br20 overall, from OMol25.

## Properties
Kohn-Sham gap = 9.82 eV
E_HOMO = -0.360 Eh
LUMO = 0.0010 Ha
SMILES string = BrCCBr.BrCCBr.BrCCBr.BrCCBr.BrCCBr.BrCCBr.BrCCBr.BrCCBr.BrCCBr.BrCCBr

The geometry in XYZ format:
```
80
C20H40Br20 | OMol25 | the ωB97M-V functional and the def2-TZVPD basis
Br -4.848 19.259 20.258
C -5.900 20.819 20.742
C -6.797 20.545 21.886
Br -7.993 22.104 22.223
H -6.446 20.985 19.813
H -5.268 21.687 20.929
H -6.278 20.317 22.817
H -7.531 19.764 21.688
Br -6.419 26.956 17.404
C -6.663 26.630 15.401
C -7.282 27.918 14.694
Br -7.483 27.613 12.717
H -7.234 25.730 15.175
H -5.638 26.512 15.049
H -6.669 28.812 14.804
H -8.234 28.296 15.067
Br -10.840 18.268 20.033
C -10.570 17.289 18.293
C -9.514 18.008 17.483
Br -9.422 17.545 15.570
H -11.470 17.240 17.682
H -10.398 16.220 18.419
H -8.515 17.869 17.898
H -9.722 19.072 17.593
Br -11.699 20.712 16.810
C -12.736 20.455 15.154
C -11.754 20.126 14.014
Br -10.547 21.560 13.610
H -13.202 21.423 14.974
H -13.552 19.733 15.193
H -12.170 19.904 13.031
H -11.073 19.364 14.391
Br -9.014 30.612 16.512
C -10.583 29.306 16.310
C -11.139 29.401 14.891
Br -12.865 28.473 14.735
H -11.355 29.712 16.963
H -10.222 28.280 16.369
H -10.571 29.227 13.978
H -11.414 30.423 14.630
Br -6.504 17.849 13.412
C -6.494 19.817 13.838
C -6.536 20.137 15.321
Br -5.382 18.988 16.443
H -7.384 20.255 13.387
H -5.594 20.284 13.438
H -7.528 19.739 15.532
H -6.407 21.202 15.510
Br -13.387 27.729 18.751
C -14.260 25.958 18.516
C -13.316 25.134 17.647
Br -14.167 23.292 17.206
H -15.193 26.170 17.994
H -14.464 25.601 19.526
H -12.348 25.057 18.142
H -13.194 25.637 16.689
Br -0.789 21.961 17.755
C -2.332 22.888 18.464
C -3.417 23.234 17.501
Br -5.032 23.889 18.435
H -1.960 23.797 18.935
H -2.721 22.287 19.286
H -3.671 22.421 16.820
H -3.020 24.024 16.864
Br -8.281 21.638 17.583
C -8.854 23.590 17.703
C -9.580 23.876 16.481
Br -10.192 25.800 16.561
H -7.910 24.134 17.744
H -9.501 23.778 18.560
H -10.468 23.272 16.294
H -8.925 23.706 15.626
Br -4.937 23.285 9.310
C -5.461 22.615 11.075
C -6.209 23.781 11.712
Br -6.966 23.218 13.509
H -4.584 22.261 11.617
H -6.227 21.855 10.924
H -6.955 24.206 11.040
H -5.504 24.612 11.744
```

---

The least stable of them is i.